(1)
ORCA calculation (ωB97M-V/def2-TZVPD) on a cluster of 11 separate species, C53H136N8O17 in total at a distorted geometry.

The frontier orbital gap comes out at 0.31306 Ha. Its lowest unoccupied orbital energy is 0.10 eV. Its molar mass is 1157.71 g mol⁻¹. The total energy is -103876.702 eV. For the max |F|, the calculation gives 4.1 eV/Å. As for the SMILES: COC[C@H](C)N.COC[C@H](C)N.COCCNCCOC.COCCNCCOC.COCCNCCOC.COCCNCCOC.COCCNCCOC.COCCNCCOC.CC(C)O.CC(C)O.CC(C)O.

```
! RIJCOSX wB97M-V def2-TZVPD def2/J DEFGRID3
* xyz 0 1
C 29.7929 21.5636 3.2524
C 28.9315 22.3636 4.1830
C 28.3792 21.5024 5.3385
O 29.7125 23.2733 4.8047
H 30.6582 21.1519 3.7719
H 30.1733 22.0805 2.3713
H 29.3290 20.7004 2.7752
H 28.1116 22.7638 3.5866
H 27.5056 20.8914 5.1113
H 28.1485 22.1286 6.2003
H 29.1131 20.7431 5.6089
H 29.6144 24.1249 4.3726
C 22.3819 20.9058 3.3865
C 22.7279 19.5072 3.8554
C 22.6514 19.4125 5.3637
O 21.8306 18.6376 3.1820
H 21.3940 21.0895 3.8088
H 22.5309 21.1565 2.3362
H 23.0052 21.6194 3.9254
H 23.7551 19.3252 3.5393
H 21.6090 19.5984 5.6225
H 23.3081 20.1073 5.8873
H 22.7583 18.3632 5.6386
H 21.4828 17.9460 3.7498
C 23.8122 12.7926 8.8012
C 24.1656 14.0704 7.9785
C 25.6729 14.3748 8.0115
O 23.7327 13.9798 6.6398
H 22.7515 12.5421 8.8172
H 24.2190 12.8886 9.8079
H 24.2874 11.9072 8.3787
H 23.5486 14.8553 8.4160
H 25.9541 14.6987 7.0094
H 26.3994 13.5858 8.2057
H 25.8530 15.1366 8.7700
H 22.7877 13.8202 6.5855
C 26.8888 15.8492 0.3766
C 25.5414 15.3533 -0.1854
C 25.6141 14.7350 -1.6179
O 24.3325 14.4115 -2.1299
C 24.2425 13.9157 -3.4859
N 24.8882 14.4246 0.7472
H 27.5086 15.0374 0.7572
H 26.5570 16.3527 1.2846
H 27.3909 16.4253 -0.4007
H 24.9210 16.2441 -0.2839
H 26.1799 13.8066 -1.5391
H 25.9358 15.4900 -2.3353
H 23.1682 13.7774 -3.6078
H 24.7714 12.9629 -3.5111
H 24.5440 14.7268 -4.1487
H 24.0256 14.1244 0.3161
H 24.6465 15.0471 1.5049
C 25.5027 6.4385 4.4126
C 25.2663 5.3953 3.3037
C 24.8240 5.9125 1.9486
O 25.6106 6.8579 1.1876
C 25.1935 8.2265 1.3817
N 26.5789 4.6833 3.2699
H 24.6598 7.0993 4.6151
H 26.2619 7.1687 4.1322
H 25.7439 5.9403 5.3515
H 24.4137 4.7730 3.5756
H 23.7977 6.2373 2.1195
H 24.7251 5.1168 1.2103
H 25.4498 8.6010 2.3727
H 24.1338 8.4520 1.2618
H 25.8172 8.9016 0.7957
H 26.6999 4.1164 2.4427
H 27.3192 5.3679 3.2129
C 23.1297 6.2646 -4.8449
O 22.0786 6.6154 -5.6680
C 21.0924 7.5898 -5.1558
C 19.7283 7.5483 -5.9400
N 19.0632 6.3063 -5.6197
C 17.9146 6.0463 -6.4852
C 17.6131 4.6416 -6.1992
O 18.4254 3.5875 -6.8119
C 18.6970 3.6727 -8.2138
H 23.9964 5.8483 -5.3583
H 22.8767 5.4102 -4.2172
H 23.3326 7.0692 -4.1381
H 21.4215 8.6288 -5.1359
H 20.8702 7.2189 -4.1553
H 20.0140 7.6062 -6.9903
H 19.1764 8.4553 -5.6931
H 19.7012 5.5656 -5.8734
H 18.1899 6.0907 -7.5389
H 17.0561 6.6634 -6.2199
H 16.6121 4.5556 -6.6220
H 17.4613 4.2787 -5.1827
H 19.4296 4.4440 -8.4514
H 17.7454 3.9362 -8.6756
H 18.9832 2.7146 -8.6478
C 19.0421 27.3518 -2.2393
O 20.3206 26.6605 -2.2476
C 20.6897 25.7834 -3.3541
C 22.0436 25.2224 -2.9646
N 22.1760 23.7547 -3.1360
C 23.6034 23.3488 -2.8417
C 23.9781 21.9155 -2.4263
O 25.2291 21.8840 -1.7765
C 26.2859 21.5683 -2.6344
H 18.8079 27.8482 -1.2976
H 18.2662 26.6185 -2.4588
H 18.9636 28.0123 -3.1028
H 20.6522 26.3774 -4.2673
H 19.9879 24.9697 -3.5367
H 22.2912 25.7518 -2.0446
H 22.7456 25.6270 -3.6937
H 21.5053 23.3179 -2.5200
H 24.0135 23.9320 -2.0171
H 24.1923 23.5498 -3.7366
H 23.9671 21.3770 -3.3739
H 23.3409 21.2978 -1.7934
H 27.2417 21.9959 -2.3317
H 26.1573 22.0604 -3.5984
H 26.4759 20.5073 -2.7968
C 31.0134 10.9114 -3.1905
O 30.7436 12.2484 -2.8019
C 31.2241 12.5673 -1.5356
C 31.6213 14.0401 -1.5945
N 32.8719 14.2884 -2.2496
C 33.2283 15.6806 -2.1344
C 34.2439 16.1166 -3.1622
O 34.8030 17.3481 -2.6568
C 34.0151 18.5257 -2.7789
H 30.6652 10.9013 -4.2233
H 30.4465 10.2059 -2.5830
H 32.0642 10.6431 -3.0816
H 31.9420 11.8585 -1.1229
H 30.4116 12.5921 -0.8094
H 31.7160 14.2610 -0.5313
H 30.8151 14.5770 -2.0944
H 32.5439 14.2244 -3.2027
H 33.6163 15.7959 -1.1224
H 32.2683 16.0864 -2.4536
H 33.8306 16.1767 -4.1690
H 35.0488 15.3817 -3.1699
H 33.1830 18.6484 -2.0855
H 33.5300 18.5827 -3.7533
H 34.7295 19.3489 -2.7768
C 17.5448 21.0409 -1.7074
O 17.7351 19.9979 -2.5574
C 18.7598 19.0531 -2.1947
C 19.4313 18.3647 -3.4496
N 18.5473 17.9062 -4.5654
C 18.3120 18.8810 -5.6946
C 16.8609 18.9747 -6.2188
O 16.9364 19.3620 -7.5409
C 15.7850 18.9021 -8.4033
H 16.6133 21.5820 -1.8738
H 18.3067 21.7987 -1.8900
H 17.5122 20.7060 -0.6707
H 18.3166 18.3162 -1.5248
H 19.5779 19.5347 -1.6591
H 19.9944 17.5418 -3.0092
H 20.1922 19.0936 -3.7285
H 17.7044 17.6055 -4.0971
H 18.9412 18.6490 -6.5539
H 18.5900 19.8731 -5.3390
H 16.3158 19.6209 -5.5307
H 16.4319 17.9875 -6.0468
H 15.7762 17.8127 -8.3679
H 15.8355 19.1862 -9.4544
H 14.8500 19.3992 -8.1450
C 27.2356 16.3898 -7.8949
O 27.7054 15.0863 -7.6958
C 28.4753 14.5966 -8.7778
C 28.5633 13.0823 -8.6244
N 27.7936 12.3919 -9.6913
C 27.6446 11.0412 -9.3157
C 26.6372 10.3545 -10.1738
O 25.2920 10.9229 -10.3276
C 24.4776 10.9961 -9.1649
H 26.5632 16.4175 -8.7524
H 28.0454 17.0889 -8.1036
H 26.6219 16.7475 -7.0682
H 29.4554 15.0695 -8.8401
H 27.9515 14.8865 -9.6887
H 28.0728 12.9059 -7.6671
H 29.5336 12.7184 -8.2864
H 26.9028 12.8586 -9.7848
H 27.2636 10.7488 -8.3373
H 28.6137 10.5485 -9.3945
H 26.4204 9.4086 -9.6775
H 26.9705 10.2041 -11.2006
H 24.2888 10.0505 -8.6567
H 23.5618 11.5547 -9.3583
H 24.9373 11.5658 -8.3572
C 16.6085 20.1486 6.0456
O 15.4473 19.4000 5.7750
C 15.4987 18.6239 4.5311
C 16.3805 17.3579 4.5169
N 16.1046 16.4503 5.6771
C 16.6331 15.1056 5.5473
C 18.1473 15.1228 5.5997
O 18.6571 15.3462 4.2603
C 18.7057 14.0975 3.4991
H 17.0464 20.4445 5.0923
H 17.3527 19.5267 6.5431
H 16.3754 20.9845 6.7051
H 15.5385 19.1246 3.5637
H 14.4342 18.3901 4.5515
H 17.3862 17.7644 4.6240
H 16.2238 16.8978 3.5413
H 16.2412 16.8322 6.6021
H 16.1993 14.5611 4.7086
H 16.3180 14.4905 6.3902
H 18.4964 14.2062 6.0752
H 18.5785 15.9185 6.2072
H 19.6193 13.5328 3.6846
H 18.6923 14.4078 2.4542
H 17.7329 13.6096 3.5611
*
```

---

(2)
ORCA calculation (ωB97M-V/def2-TZVPD) on a structure of composition C53H38Br2N4OW.

The frontier orbital gap (spin up / spin down) comes out at 0.18171 / 0.20255 Ha. Its lowest unoccupied orbital energy (spin up / spin down) is -7.31 / -7.38 eV. Its molar mass is 1090.56 g mol⁻¹. The total energy is -205480.033 eV. Its expectation value of S² is 2.042. The calculation puts the energy relative to the best compared isomer or geometry (same formula, charge and spin) at 121.6 kcal per mole. For the max |F|, the calculation gives 0.9 eV/Å.

```
! RIJCOSX wB97M-V def2-TZVPD def2/J DEFGRID3
* xyz 2 3
W 0.4581 0.6679 -0.0051
C 2.6405 5.5545 0.2366
C 2.0885 5.1934 1.4464
C 1.5837 3.8057 1.6190
C 1.3574 2.5490 -0.2185
C 2.7379 3.1859 -0.4946
C 2.8639 4.6235 -0.7665
C 2.4376 2.7610 0.8835
C 2.8401 1.5479 1.5747
C 3.7430 1.3145 2.5827
C 3.3504 0.1109 3.1806
C 2.2508 -0.3806 2.4846
C 1.4552 -1.4953 2.8174
C 1.7305 -2.2378 4.0681
C 2.9572 -2.8732 4.2544
C 3.1956 -3.5881 5.4174
C 2.2208 -3.6607 6.4031
C 0.9998 -3.0273 6.2209
C 0.7487 -2.3247 5.0523
C 0.4632 -1.9407 1.9717
N 0.2811 -1.4081 0.6839
C -0.2816 -2.3978 -0.0488
C -0.4097 -2.4436 -1.5598
C 0.9148 -2.9731 -2.1381
C 0.9083 -3.7948 -3.2634
C 2.0954 -4.2325 -3.8323
C 3.3123 -3.8585 -3.2849
C 3.3321 -3.0544 -2.1548
C 2.1451 -2.6198 -1.5854
C -1.8949 -0.4679 -1.3756
C -3.2925 -0.8108 -1.3069
C -3.8305 -0.0674 -0.3115
C -2.7795 0.7814 0.2054
N -1.6006 0.4614 -0.4887
C -2.8758 1.8684 0.9973
C -1.7231 2.7786 0.9584
C -1.7703 4.1857 0.6339
C -0.5166 4.5563 0.3111
C 0.3990 3.4506 0.6248
N -0.4919 2.3417 1.0044
C -4.0849 2.1406 1.7950
C -4.4907 1.1530 2.6973
C -5.6197 1.3444 3.4777
C -6.3588 2.5109 3.3517
C -5.9697 3.4880 2.4437
C -4.8333 3.3134 1.6740
C -0.5761 -3.5119 0.7613
C -0.1074 -3.2336 2.0183
N 1.9378 0.5071 1.4511
H 2.9106 6.5885 0.0622
H 1.9553 5.9148 2.2406
H 1.3436 3.5436 2.6462
H 3.3780 2.5250 -1.0627
H 3.2358 4.9324 -1.7332
H 4.5453 1.9674 2.8846
H 3.7865 -0.3546 4.0490
H 3.7109 -2.8292 3.4778
H 4.1427 -4.0927 5.5525
H 2.4118 -4.2143 7.3124
H 0.2407 -3.0812 6.9896
H -0.2030 -1.8280 4.9074
H -0.0215 -4.0904 -3.7277
H 2.0642 -4.8672 -4.7078
H 4.2380 -4.2012 -3.7274
H 4.2758 -2.7719 -1.7063
H 2.1913 -2.0090 -0.6942
H -3.8000 -1.5150 -1.9433
H -4.8607 -0.0231 0.0045
H -2.6533 4.8000 0.6145
H -0.1970 5.5417 0.0109
H -3.9022 0.2495 2.8015
H -5.9207 0.5824 4.1837
H -7.2425 2.6594 3.9572
H -6.5598 4.3871 2.3302
H -4.5711 4.0647 0.9429
H -1.0138 -4.4364 0.4261
H -0.0860 -3.8876 2.8746
Br 3.0971 1.0989 -3.4327
C 1.9416 2.1692 -4.5447
Br 0.3189 2.7294 -3.6678
H 1.6573 1.5694 -5.3991
H 2.4866 3.0550 -4.8416
C -1.5784 -3.3709 -1.9350
C -0.7036 -0.9994 -2.1155
O 0.3866 -0.1666 -1.6741
C -0.7999 -0.8953 -3.6277
C 0.3730 -0.9726 -4.3755
C 0.3270 -0.8861 -5.7569
C -0.8863 -0.7108 -6.4105
C -2.0538 -0.6202 -5.6714
C -2.0110 -0.7114 -4.2861
H -2.4418 -3.2004 -1.2950
H -1.2832 -4.4115 -1.8231
H -1.8739 -3.2222 -2.9729
H 1.3227 -1.0963 -3.8772
H 1.2445 -0.9661 -6.3268
H -0.9196 -0.6443 -7.4897
H -3.0038 -0.4752 -6.1679
H -2.9402 -0.6205 -3.7423
*
```

---

(3)
ORCA calculation (ωB97M-V/def2-TZVPD) on a structure of composition C53H38N12ORhS5 at a distorted geometry.

The frontier orbital gap comes out at 0.21204 Ha. Its lowest unoccupied orbital energy is -3.43 eV. Its molar mass is 1122.21 g mol⁻¹. The total energy is -132679.365 eV. The calculation puts the energy relative to the best compared isomer or geometry (same formula, charge and spin) at 41.6 kcal per mole. For the max |F|, the calculation gives 4.4 eV/Å.

```
! RIJCOSX wB97M-V def2-TZVPD def2/J DEFGRID3
* xyz 1 1
Rh 1.6747 1.4930 -0.4215
N -0.2058 2.0738 -0.2300
S -1.5922 1.7110 0.1233
N -1.9813 0.1585 0.5582
S -2.2993 -0.9859 -0.4420
N -1.2821 -1.2956 -1.5906
S 0.3280 -1.4070 -1.3323
N 1.1428 -0.1927 -1.1224
C 0.8706 -2.3865 -2.7338
C -0.0507 -3.1389 -3.4372
C 0.4006 -3.9571 -4.4579
C 1.7525 -4.0129 -4.7541
C 2.6625 -3.2426 -4.0472
C 2.2242 -2.4189 -3.0235
C 0.4519 -2.4902 0.1056
C 0.3406 -3.8637 -0.0059
C 0.3888 -4.6266 1.1496
C 0.5630 -4.0180 2.3822
C 0.6955 -2.6404 2.4744
C 0.6323 -1.8689 1.3281
C -3.8481 -0.7255 -1.2660
C -3.9272 -0.7989 -2.6496
C -5.1467 -0.5847 -3.2627
C -6.2709 -0.3042 -2.4973
C -6.1859 -0.2609 -1.1107
C -4.9750 -0.4814 -0.4857
C -2.5631 -2.4181 0.5660
C -2.8026 -3.6247 -0.0865
C -3.0774 -4.7498 0.6619
C -3.1254 -4.6691 2.0493
C -2.8909 -3.4582 2.6879
C -2.6118 -2.3238 1.9515
C -2.2102 2.5767 1.5740
C -1.5231 3.6951 2.0116
C -1.9833 4.3654 3.1335
C -3.1163 3.9130 3.7914
C -3.7941 2.7887 3.3432
C -3.3394 2.1112 2.2251
C -2.6849 2.0867 -1.2689
C -3.9580 2.6066 -1.1164
C -4.6990 2.8949 -2.2531
C -4.1615 2.6840 -3.5131
C -2.8846 2.1605 -3.6486
C -2.1414 1.8589 -2.5211
H -1.0975 -3.0619 -3.1878
H -0.2989 -4.5546 -5.0188
H 2.0944 -4.6585 -5.5470
H 3.7099 -3.2945 -4.2969
H 2.8994 -1.7981 -2.4528
H 0.2288 -4.3224 -0.9768
H 0.2935 -5.6987 1.0860
H 0.6028 -4.6201 3.2762
H 0.8542 -2.1752 3.4349
H 0.7287 -0.7923 1.3538
H -3.0288 -1.0019 -3.2090
H -5.2195 -0.6278 -4.3386
H -7.2186 -0.1228 -2.9787
H -7.0664 -0.0561 -0.5207
H -4.8983 -0.4722 0.5915
H -2.7698 -3.6575 -1.1648
H -3.2625 -5.6891 0.1653
H -3.3549 -5.5490 2.6290
H -2.9304 -3.3993 3.7644
H -2.4210 -1.3712 2.4185
H -0.6359 4.0155 1.4879
H -1.4474 5.2290 3.4935
H -3.4794 4.4375 4.6607
H -4.6706 2.4380 3.8668
H -3.8341 1.2234 1.8644
H -4.3639 2.8018 -0.1347
H -5.6958 3.2962 -2.1519
H -4.7370 2.9354 -4.3913
H -2.4567 1.9927 -4.6244
H -1.1462 1.4474 -2.6040
S 7.6748 -1.1947 3.5645
N 7.3850 -0.9939 1.9803
C 6.1594 -0.5148 1.8306
C 5.5350 -0.1730 0.5903
C 6.1865 -0.3149 -0.6230
C 5.5138 0.0418 -1.7871
C 4.2382 0.5694 -1.6830
N 3.6023 0.7659 -0.5290
C 4.2120 0.3634 0.6372
C 3.5278 0.5004 1.8720
N 2.2488 0.9556 1.8667
C 1.6098 1.1757 2.9935
C 2.1571 0.8942 4.2430
C 3.4362 0.3602 4.2940
C 4.1466 0.1655 3.1164
C 5.4828 -0.3375 3.0744
N 6.2348 -0.6804 4.1106
H 7.1952 -0.6973 -0.6400
H 5.9706 -0.0725 -2.7570
H 3.7158 0.8688 -2.5850
H 0.6130 1.5869 2.8954
H 1.6000 1.0995 5.1430
H 3.9035 0.1139 5.2351
N 4.3105 3.7996 -0.4301
C 3.2714 3.9633 0.4170
O 2.2430 3.2389 0.3533
C 3.3564 4.9689 1.4253
C 4.4473 5.8341 1.4859
N 5.3626 6.5328 1.4757
C 2.2968 5.1024 2.3237
N 1.4079 5.1924 3.0495
H 4.1779 3.2016 -1.2314
H 5.0907 4.4361 -0.4184
S 1.7645 2.5979 -2.9645
C 1.1107 1.2358 -3.5974
N 0.6374 0.2873 -4.0643
*
```

---

Which of these has the highest molar mass? C53H136N8O17

---

Which formula does entry 2 have? C53H38Br2N4OW

---

Which of these has the lowest max |F|? C53H38Br2N4OW

---

Which value of molar mass does entry 2 give? 1090.56 g mol⁻¹